(1)
C50H64GaO10 as an isolated structure at a distorted geometry. Source: the OMol25 dataset; level of theory: wB97M-V/def2-TZVPD.

Each line ends with the Löwdin charge.
Geometry (Å):
C: 0.339 1.393 6.104  -0.127
C: 1.246 1.613 4.819  -0.244
C: 1.052 0.508 3.728  -0.224
C: 0.035 0.879 2.606  -0.209
C: -1.295 1.351 3.277  -0.188
C: -2.500 1.577 2.283  -0.197
C: -2.104 1.696 0.771  -0.193
C: -2.325 0.298 0.076  -0.202
C: -1.172 -0.139 -0.891  -0.207
C: -1.695 -1.189 -1.922  -0.198
C: -1.257 -2.660 -1.624  -0.197
C: -1.456 -3.103 -0.134  -0.198
C: -0.181 -3.841 0.442  -0.198
C: 1.004 -2.835 0.674  -0.201
C: 2.412 -3.558 0.684  -0.192
C: 2.953 -3.535 -0.792  -0.199
C: 3.563 -2.107 -1.161  -0.196
C: 2.748 -1.468 -2.332  -0.206
C: 3.097 0.047 -2.665  -0.302
C: 4.022 0.776 -1.624  -0.371
Ga: 2.995 1.349 0.096  0.231
H: -0.441 0.621 5.926  0.051
H: 0.932 1.073 6.984  0.057
H: -0.147 2.354 6.386  0.062
H: 1.081 2.637 4.432  0.101
H: 2.292 1.548 5.192  0.095
H: 2.058 0.314 3.289  0.069
H: 0.785 -0.434 4.267  0.102
H: -0.097 0.079 1.852  0.086
H: 0.469 1.746 2.055  0.085
H: -1.196 2.254 3.908  0.101
H: -1.607 0.530 3.970  0.082
H: -2.997 2.538 2.563  0.096
H: -3.268 0.794 2.479  0.088
H: -1.111 2.142 0.588  0.086
H: -2.845 2.394 0.311  0.100
H: -2.515 -0.442 0.886  0.083
H: -3.263 0.356 -0.526  0.103
H: -0.346 -0.525 -0.267  0.067
H: -0.817 0.742 -1.455  0.098
H: -1.248 -0.921 -2.911  0.103
H: -2.794 -1.185 -2.069  0.099
H: -1.890 -3.319 -2.263  0.103
H: -0.202 -2.870 -1.898  0.085
H: -2.271 -3.861 -0.102  0.097
H: -1.728 -2.285 0.562  0.082
H: 0.158 -4.614 -0.280  0.107
H: -0.443 -4.265 1.439  0.094
H: 0.815 -2.225 1.583  0.106
H: 1.030 -2.128 -0.182  0.075
H: 3.081 -2.935 1.309  0.101
H: 2.280 -4.584 1.085  0.098
H: 3.718 -4.330 -0.917  0.088
H: 2.092 -3.715 -1.477  0.090
H: 3.466 -1.498 -0.238  0.052
H: 4.610 -2.241 -1.495  0.082
H: 2.921 -2.051 -3.271  0.102
H: 1.651 -1.523 -2.148  0.075
H: 2.125 0.601 -2.672  0.065
H: 3.480 0.107 -3.712  0.080
H: 4.954 0.228 -1.374  0.022
H: 4.343 1.739 -2.104  0.018
H: 3.416 2.829 0.554  -0.143
H: 3.468 0.322 1.265  -0.119
H: 1.415 1.172 -0.086  -0.099
C: -3.391 -3.640 3.153  0.018
C: -2.906 -2.791 4.058  0.032
C: -3.749 -1.718 4.632  -0.390
O: -3.309 -0.943 5.456  0.103
C: -5.150 -1.625 4.164  0.032
C: -5.634 -2.475 3.259  0.016
C: -4.792 -3.547 2.686  -0.387
O: -5.236 -4.324 1.862  0.088
H: -2.790 -4.430 2.722  0.116
H: -1.884 -2.844 4.412  0.126
H: -5.752 -0.836 4.595  0.126
H: -6.655 -2.421 2.905  0.106
C: 1.919 4.489 -4.137  0.013
C: 1.630 4.076 -2.903  0.043
C: 0.292 4.301 -2.314  -0.376
O: 0.024 3.930 -1.192  0.108
C: -0.714 5.001 -3.147  0.022
C: -0.423 5.414 -4.379  0.008
C: 0.916 5.188 -4.968  -0.407
O: 1.178 5.567 -6.096  0.073
H: 2.892 4.335 -4.585  0.125
H: 2.353 3.562 -2.281  0.109
H: -1.688 5.157 -2.699  0.119
H: -1.145 5.929 -5.002  0.116
C: 8.563 -2.592 -4.089  0.023
C: 9.110 -3.757 -4.433  0.013
C: 8.773 -5.006 -3.714  -0.395
O: 9.275 -6.068 -4.027  0.090
C: 7.804 -4.913 -2.600  0.018
C: 7.256 -3.748 -2.257  0.027
C: 7.593 -2.500 -2.974  -0.384
O: 7.093 -1.443 -2.659  0.126
H: 8.797 -1.668 -4.602  0.122
H: 9.820 -3.845 -5.246  0.118
H: 7.568 -5.837 -2.087  0.120
H: 6.545 -3.660 -1.444  0.116
C: 3.285 8.791 -1.822  0.027
C: 2.573 9.898 -1.618  0.018
C: 1.610 10.388 -2.629  -0.393
O: 0.962 11.399 -2.445  0.095
C: 1.466 9.600 -3.874  0.021
C: 2.177 8.493 -4.079  0.026
C: 3.141 8.004 -3.067  -0.380
O: 3.786 6.995 -3.252  0.117
H: 3.995 8.417 -1.094  0.125
H: 2.665 10.486 -0.714  0.120
H: 0.756 9.974 -4.601  0.121
H: 2.085 7.904 -4.984  0.114
C: -9.083 -5.580 2.016  0.032
C: -8.601 -4.731 2.923  0.020
C: -9.446 -3.661 3.496  -0.387
O: -9.007 -2.885 4.321  0.099
C: -10.847 -3.569 3.027  0.020
C: -11.329 -4.418 2.121  0.019
C: -10.483 -5.489 1.547  -0.388
O: -10.924 -6.263 0.722  0.104
H: -8.479 -6.368 1.584  0.127
H: -7.580 -4.783 3.277  0.109
H: -11.450 -2.780 3.459  0.121
H: -12.350 -4.366 1.765  0.121

Summary:
LUMO energy in eV: -0.50
E_HOMO in Ha: -0.1711
Multiplicity: 1
Strongest force on any atom in eV Å⁻¹: 1.73
Total charge: -1

(2)
A 5-piece molecular cluster, C50H64N10O12PS2 overall at a distorted geometry. Source: the OMol25 dataset; level of theory: wB97M-V/def2-TZVPD.

Each line ends with the Löwdin charge.
Geometry (Å):
C: 4.489 -4.372 0.378  -0.117
C: 4.329 -5.303 -0.881  -0.120
C: 3.678 -4.575 -2.119  -0.443
O: 4.363 -4.434 -3.098  0.120
O: 2.352 -4.174 -2.015  -0.049
C: 2.097 -2.988 -2.802  -0.156
C: 0.776 -2.220 -2.467  -0.061
C: 0.719 -1.525 -1.026  -0.328
C: 2.170 -1.409 -0.372  -0.080
C: 3.067 -0.308 -1.081  -0.223
N: 4.512 -0.564 -0.816  0.004
O: 0.340 -0.153 -1.255  -0.074
C: -1.050 0.131 -1.175  -0.265
C: -1.851 -0.186 -2.546  -0.089
C: -2.584 1.104 -3.132  -0.235
C: -4.042 1.052 -3.360  -0.094
C: -4.831 2.176 -3.868  -0.058
C: -4.130 3.436 -4.154  -0.057
C: -2.680 3.488 -3.946  -0.057
C: -1.894 2.351 -3.433  -0.042
C: -1.747 -0.493 0.139  -0.417
C: -1.213 0.120 1.493  -0.140
C: -0.467 1.492 1.408  -0.248
O: -0.235 2.012 2.738  -0.064
P: -3.552 0.117 0.023  0.462
S: -3.697 2.036 0.045  0.330
N: -1.612 -1.990 0.047  -0.013
C: -2.431 -2.805 1.010  -0.120
C: -1.885 -2.996 2.465  -0.160
C: -2.868 -4.041 3.189  -0.155
C: -2.463 -5.542 2.965  -0.216
N: -3.108 -6.316 4.072  -0.010
C: -2.398 -6.145 5.338  -0.521
N: -3.060 -5.991 6.420  0.131
N: -0.964 -6.087 5.458  0.096
C: -0.143 -2.317 0.041  -0.174
N: -0.042 -3.777 -0.326  0.112
C: 0.616 -4.420 0.489  -0.675
S: 1.206 -5.376 1.638  0.822
H: 5.135 -3.470 0.198  0.079
H: 3.519 -3.984 0.787  0.011
H: 4.937 -4.988 1.210  0.086
H: 3.716 -6.199 -0.603  0.111
H: 5.359 -5.657 -1.154  0.125
H: 3.025 -2.367 -2.788  0.122
H: 1.990 -3.337 -3.873  0.147
H: -0.145 -2.839 -2.678  0.127
H: 0.735 -1.389 -3.227  0.129
H: 2.677 -2.396 -0.269  0.090
H: 2.033 -1.020 0.684  0.131
H: 2.824 0.717 -0.691  0.122
H: 2.941 -0.324 -2.201  0.119
H: 4.875 0.267 -0.351  0.046
H: 5.023 -0.627 -1.696  0.053
H: -1.135 1.254 -1.123  0.124
H: -1.165 -0.503 -3.367  0.115
H: -2.623 -0.990 -2.429  0.087
H: -4.602 0.105 -3.132  0.089
H: -5.933 2.038 -3.988  0.105
H: -4.723 4.333 -4.528  0.093
H: -2.132 4.441 -4.152  0.103
H: -0.798 2.465 -3.275  0.113
H: -0.556 -0.572 2.090  0.123
H: -2.119 0.280 2.154  0.105
H: 0.515 1.370 0.878  0.126
H: -1.024 2.296 0.857  0.091
H: -1.000 2.598 2.893  0.098
H: -4.164 -0.379 1.227  0.005
H: -4.236 -0.533 -1.048  -0.003
H: -1.938 -2.310 -0.885  0.178
H: -3.500 -2.489 1.095  0.115
H: -2.482 -3.842 0.560  0.145
H: -0.809 -3.272 2.558  0.090
H: -2.015 -2.044 3.057  0.113
H: -3.890 -3.804 2.769  0.119
H: -2.904 -3.722 4.262  0.119
H: -2.973 -5.878 2.018  0.128
H: -1.353 -5.668 2.935  0.051
H: -3.214 -7.298 3.815  0.119
H: -4.064 -6.015 6.217  0.055
H: -0.490 -6.487 4.651  0.063
H: -0.640 -5.145 5.674  0.088
H: 0.345 -2.224 1.036  0.138
C: -4.461 5.551 0.680  -0.091
C: -4.247 6.525 1.648  -0.061
C: -5.151 7.574 1.780  0.003
C: -6.259 7.625 0.940  -0.136
C: -6.464 6.649 -0.026  -0.006
C: -5.562 5.618 -0.150  -0.070
N: -7.229 8.716 1.083  -0.349
O: -7.007 9.563 1.928  0.083
O: -8.203 8.708 0.351  0.071
H: -3.770 4.731 0.565  0.037
H: -3.382 6.467 2.297  0.107
H: -4.981 8.333 2.533  0.120
H: -7.320 6.681 -0.686  0.110
H: -5.718 4.853 -0.902  0.106
C: 10.274 -2.345 -1.150  -0.066
C: 10.584 -1.405 -0.176  -0.085
C: 9.737 -0.330 0.047  -0.005
C: 8.578 -0.211 -0.708  -0.146
C: 8.264 -1.142 -1.689  -0.002
C: 9.118 -2.212 -1.909  -0.058
N: 7.667 0.908 -0.457  -0.324
O: 7.979 1.716 0.396  0.091
O: 6.637 0.964 -1.117  0.020
H: 10.935 -3.187 -1.318  0.117
H: 11.487 -1.513 0.411  0.112
H: 9.988 0.397 0.809  0.123
H: 7.364 -1.049 -2.283  0.110
H: 8.881 -2.946 -2.669  0.112
C: -11.314 7.426 -4.732  -0.064
C: -10.436 8.189 -3.972  -0.056
C: -9.143 7.739 -3.744  0.003
C: -8.741 6.525 -4.287  -0.148
C: -9.614 5.752 -5.041  -0.004
C: -10.906 6.208 -5.262  -0.063
N: -7.369 6.060 -4.069  -0.331
O: -6.645 6.761 -3.388  0.075
O: -7.044 4.999 -4.593  0.051
H: -12.322 7.783 -4.912  0.111
H: -10.759 9.137 -3.559  0.113
H: -8.467 8.341 -3.151  0.120
H: -9.305 4.804 -5.461  0.117
H: -11.595 5.615 -5.851  0.110
C: 8.340 -1.452 6.007  -0.068
C: 7.413 -1.425 4.972  -0.066
C: 7.748 -1.933 3.725  -0.004
C: 9.013 -2.469 3.528  -0.144
C: 9.949 -2.494 4.554  0.002
C: 9.607 -1.982 5.797  -0.061
N: 9.363 -3.029 2.220  -0.336
O: 8.522 -2.973 1.337  0.065
O: 10.469 -3.520 2.089  0.078
H: 8.073 -1.060 6.982  0.110
H: 6.426 -1.009 5.139  0.108
H: 7.019 -1.907 2.925  0.116
H: 10.937 -2.908 4.401  0.121
H: 10.328 -1.999 6.606  0.112

Summary:
LUMO energy in eV: -3.30
E_HOMO in Ha: -0.4069
Multiplicity: 1
Strongest force on any atom in eV Å⁻¹: 2.70
Total charge: +1

(3)
C50H65BBrCsN10O2PS3 as an isolated structure at a distorted geometry. Source: the OMol25 dataset; level of theory: wB97M-V/def2-TZVPD.

Each line ends with the Löwdin charge.
Geometry (Å):
Cs: 2.278 -0.384 -2.051  0.678
C: -0.960 4.327 -2.041  -0.061
C: -1.457 3.504 -0.891  -0.238
C: -2.745 3.587 -0.485  0.065
C: -3.218 2.806 0.602  -0.206
N: -2.417 1.991 1.206  0.173
N: -1.139 1.872 0.795  -0.018
B: -0.566 0.776 1.709  -0.803
N: -0.482 1.284 3.203  -0.008
N: -1.377 1.701 4.079  0.213
C: -0.922 1.969 5.282  -0.195
C: 0.456 1.827 5.597  0.081
C: 1.365 1.377 4.682  -0.208
C: 2.826 1.188 4.939  -0.021
C: 0.810 1.082 3.424  -0.496
S: 1.398 0.521 1.904  0.961
C: -1.916 2.446 6.330  -0.549
C: -1.751 1.610 7.609  -0.035
C: -3.350 2.302 5.824  -0.049
C: -1.625 3.924 6.632  -0.033
N: -1.318 -0.572 1.671  0.017
N: -1.392 -1.098 2.911  0.175
C: -1.975 -2.236 3.105  -0.196
C: -2.521 -2.957 2.010  0.065
C: -2.421 -2.468 0.751  -0.241
C: -2.934 -3.233 -0.427  -0.065
C: -1.772 -1.191 0.545  -0.622
S: -1.601 -0.529 -0.988  0.734
C: -2.005 -2.720 4.555  -0.539
C: -2.700 -1.659 5.417  -0.044
C: -2.744 -4.049 4.692  -0.061
C: -0.557 -2.894 5.037  -0.037
C: -0.573 2.576 -0.223  -0.676
S: 1.032 2.374 -0.706  0.511
C: -4.631 2.939 1.154  -0.543
C: -5.002 1.712 1.992  -0.047
C: -5.641 3.098 0.013  -0.046
C: -4.651 4.190 2.047  -0.032
H: -1.593 5.202 -2.185  0.087
H: -0.979 3.734 -2.961  0.076
H: 0.070 4.637 -1.879  0.054
H: -3.422 4.262 -0.994  0.124
H: 0.798 2.079 6.594  0.128
H: 3.079 1.415 5.973  0.087
H: 3.410 1.838 4.282  0.095
H: 3.119 0.159 4.720  0.093
H: -1.845 0.543 7.394  0.079
H: -2.531 1.881 8.323  0.093
H: -0.789 1.782 8.094  0.080
H: -3.582 1.264 5.576  0.074
H: -3.520 2.903 4.930  0.064
H: -4.036 2.636 6.604  0.093
H: -0.605 4.069 6.997  0.083
H: -2.312 4.286 7.399  0.093
H: -1.760 4.535 5.737  0.092
H: -3.018 -3.904 2.176  0.117
H: -3.578 -4.051 -0.104  0.084
H: -2.092 -3.647 -0.989  0.087
H: -3.475 -2.580 -1.110  0.064
H: -3.750 -1.548 5.134  0.095
H: -2.208 -0.692 5.294  0.050
H: -2.658 -1.946 6.471  0.091
H: -3.781 -3.973 4.356  0.090
H: -2.758 -4.346 5.742  0.090
H: -2.251 -4.845 4.131  0.089
H: -0.029 -1.940 5.013  0.073
H: -0.016 -3.602 4.404  0.091
H: -0.549 -3.276 6.061  0.089
H: -5.004 0.810 1.375  0.088
H: -6.002 1.850 2.409  0.089
H: -4.295 1.563 2.809  0.063
H: -5.579 2.258 -0.685  0.095
H: -5.499 4.025 -0.546  0.076
H: -6.651 3.118 0.427  0.090
H: -3.904 4.100 2.838  0.074
H: -5.634 4.308 2.509  0.091
H: -4.434 5.093 1.472  0.087
O: 0.549 -8.057 -5.691  0.097
N: 0.319 -6.875 -5.834  -0.335
O: -0.441 -6.413 -6.662  0.081
C: 0.890 -5.942 -4.836  -0.067
C: 2.052 -6.317 -4.279  0.068
C: 2.715 -5.470 -3.343  -0.127
C: 3.916 -5.854 -2.723  0.009
C: 4.492 -5.017 -1.809  -0.036
C: 3.856 -3.798 -1.539  -0.172
N: 2.744 -3.401 -2.119  0.025
C: 2.163 -4.225 -3.015  -0.148
C: 0.908 -3.819 -3.633  -0.143
N: 0.412 -2.611 -3.295  0.068
C: -0.762 -2.259 -3.774  -0.174
C: -1.527 -3.078 -4.611  -0.017
C: -1.021 -4.290 -4.993  0.017
C: 0.244 -4.690 -4.519  -0.060
H: 2.484 -7.270 -4.549  0.136
H: 4.363 -6.810 -2.969  0.127
H: 5.410 -5.278 -1.300  0.113
H: 4.287 -3.117 -0.809  0.108
H: -1.134 -1.290 -3.468  0.037
H: -2.500 -2.749 -4.950  0.117
H: -1.582 -4.932 -5.652  0.110
Br: 5.566 -1.426 -3.521  0.754
C: 6.370 -0.367 -2.157  -0.732
C: 7.743 -0.191 -2.163  -0.098
C: 8.278 0.605 -1.164  -0.050
C: 7.434 1.177 -0.223  -0.052
C: 6.078 0.924 -0.316  -0.123
N: 5.546 0.154 -1.274  -0.001
H: 8.360 -0.654 -2.920  0.106
H: 9.346 0.778 -1.124  0.117
H: 7.821 1.810 0.564  0.110
H: 5.377 1.348 0.394  0.113
C: -0.697 2.035 -5.800  -0.140
C: 0.082 1.204 -4.781  -0.433
P: 1.925 1.381 -4.760  0.829
C: 2.115 3.220 -4.796  -0.413
C: 3.484 3.681 -4.286  -0.153
C: 2.324 0.907 -6.501  -0.421
C: 3.828 0.892 -6.784  -0.153
H: -1.772 1.883 -5.671  0.073
H: -0.448 1.751 -6.823  0.066
H: -0.500 3.102 -5.688  0.062
H: -0.114 0.141 -4.943  0.049
H: -0.258 1.436 -3.764  0.052
H: 1.336 3.624 -4.144  0.060
H: 1.930 3.589 -5.807  0.082
H: 3.645 3.344 -3.260  0.060
H: 3.556 4.769 -4.295  0.072
H: 4.298 3.288 -4.898  0.055
H: 1.818 1.582 -7.193  0.072
H: 1.905 -0.092 -6.651  0.078
H: 4.249 1.898 -6.738  0.060
H: 4.033 0.497 -7.780  0.072
H: 4.361 0.275 -6.058  0.036

Summary:
LUMO energy in eV: -2.59
E_HOMO in Ha: -0.3543
Multiplicity: 1
Strongest force on any atom in eV Å⁻¹: 1.17
Total charge: +1

Question: Which formula does entry 2 have?
Answer: C50H64N10O12PS2

Question: What is the formula in the first record?
Answer: C50H64GaO10